# 1
{"formula": "CH2N2S", "method": "wB97M-V/def2-TZVPD", "elements": ["H", "N", "N", "H", "S", "C"], "positions_angstrom": [[2.2934, 0.1404, 0.9648], [0.8745, -0.2105, -0.8614], [-2.6325, 0.2494, 0.3854], [-0.4983, 0.4824, -0.5999], [1.6022, -0.8855, 0.2980], [-1.6392, 0.2239, -0.1869]], "forces_ev_per_angstrom": [[-0.28, -0.35, 0.05], [1.25, -1.20, 1.24], [-0.36, -0.36, -0.01], [-3.34, -0.73, 0.68], [-0.10, 1.11, -1.27], [2.83, 1.54, -0.69]], "mulliken_charge": [0.1734, -0.3817, -0.3912, 0.3518, 0.1860, 0.0617], "multiplicity": 1, "gap_ev": [8.16, 8.16], "lumo_energy_ha": [-0.080, -0.080], "e_homo_ev": [-10.348, -10.349]}

=====

# 2
{"formula": "CH2N2S2", "method": "wB97M-V/def2-TZVPD", "elements": ["S", "H", "N", "C", "H", "S", "N"], "positions_angstrom": [[1.5689, 0.2349, 2.0488], [-1.0973, -1.4997, -3.2460], [1.6476, 0.6369, 0.4369], [0.6568, 0.4290, -0.4109], [2.5458, 1.0754, 2.5723], [-1.2929, -0.2062, -3.1282], [-0.2322, 0.4703, -1.1876]], "forces_ev_per_angstrom": [[0.02, 0.30, -0.33], [0.23, -0.87, 0.08], [-0.64, 0.09, -0.32], [0.45, 0.05, 0.74], [-0.57, -0.57, -0.92], [-0.30, 0.61, -0.50], [0.81, 0.40, 1.25]], "mulliken_charge": [0.0066, 0.1163, -0.3134, 0.5014, 0.1943, -0.1174, -0.3878], "multiplicity": 1, "gap_ev": [5.95, 7.97], "lumo_energy_ha": [-0.096, -0.033], "e_homo_ev": [-8.569, -8.875]}

=====

# 3
{"formula": "CH2N3", "method": "wB97M-V/def2-TZVPD", "elements": ["H", "C", "H", "N", "N", "N"], "positions_angstrom": [[0.9889, 0.3155, -1.5301], [0.4779, 0.0178, -0.5906], [-0.3466, -0.7549, 1.2636], [2.3920, -0.8773, -2.0043], [2.8158, -1.0816, -3.0209], [-0.0688, -0.3604, 0.3322]], "forces_ev_per_angstrom": [[-0.77, 0.05, 1.09], [-0.67, 0.24, -0.08], [0.12, 0.56, -1.29], [2.42, -1.25, -4.52], [-1.55, 0.72, 3.95], [0.46, -0.33, 0.86]], "mulliken_charge": [0.4437, 0.1239, 0.4162, 0.0345, -0.0643, 0.0460], "multiplicity": 1, "total_charge": 1, "gap_ev": 13.94, "lumo_energy_ha": -0.200, "e_homo_ev": -19.382}

=====

# 4
{"formula": "CH2N3", "method": "wB97M-V/def2-TZVPD", "elements": ["N", "N", "N", "C", "H", "H"], "positions_angstrom": [[-2.3122, -0.0614, -0.2996], [1.2999, 0.5316, 0.1225], [-3.2958, 0.1820, 0.1405], [1.5007, -0.5850, -0.0787], [1.7261, -1.5888, -0.3853], [1.0813, 1.5217, 0.5006]], "forces_ev_per_angstrom": [[-2.03, 0.54, 0.99], [-0.04, -0.84, 0.73], [2.07, -0.53, -0.97], [-0.48, 3.27, 0.17], [0.00, -0.34, 0.05], [0.47, -2.09, -0.97]], "mulliken_charge": [0.0447, 0.0142, -0.0404, 0.1344, 0.4045, 0.4426], "multiplicity": 1, "total_charge": 1, "gap_ev": 12.22, "lumo_energy_ha": -0.216, "e_homo_ev": -18.098}

=====

# 5
{"formula": "CH2N3O2", "method": "wB97M-V/def2-TZVPD", "elements": ["H", "N", "C", "O", "H", "O", "N", "N"], "positions_angstrom": [[-0.6805, 0.3695, 1.7774], [0.7809, 1.5701, -2.0437], [-0.7755, -0.8354, 1.5058], [1.1643, 0.6307, -1.4897], [-1.5088, -1.3697, 2.1552], [0.6471, -1.6960, -0.1070], [0.4927, 2.5705, -2.3897], [-0.1203, -1.2397, 0.5916]], "forces_ev_per_angstrom": [[-0.06, -2.98, -0.97], [0.12, 1.53, 0.41], [-2.37, 4.72, 3.73], [0.78, -3.35, 1.18], [0.61, -0.15, -0.90], [-0.41, 0.24, -0.45], [-0.96, 1.87, -1.54], [2.28, -1.88, -1.46]], "mulliken_charge": [0.3248, 0.8195, -0.1850, -0.5595, 0.3575, -0.1636, -0.2552, 0.6616], "multiplicity": 1, "total_charge": 1, "gap_ev": 7.31, "lumo_energy_ha": -0.304, "e_homo_ev": -15.580}

=====

# 6
{"formula": "CH2N3O2P", "method": "wB97M-V/def2-TZVPD", "elements": ["H", "N", "N", "N", "O", "C", "O", "H", "P"], "positions_angstrom": [[-1.7478, 0.8302, -0.1750], [-2.0085, -0.0230, -0.6065], [0.7912, -1.2509, 0.5316], [1.5949, 2.3309, 0.7044], [1.0117, -0.8180, 1.6408], [1.3877, 1.3673, 0.1005], [0.3279, -2.3165, 0.1662], [-2.5894, 0.0668, -1.5268], [1.2322, -0.1869, -0.8352]], "forces_ev_per_angstrom": [[-0.11, 1.63, 0.04], [0.36, -2.13, -2.00], [-0.09, 0.38, -0.07], [-0.15, -0.26, -0.36], [-0.34, -1.02, 0.47], [0.03, -0.74, -0.08], [0.34, 0.24, 0.74], [1.70, 0.53, 1.96], [-1.73, 1.36, -0.70]], "mulliken_charge": [0.2354, -0.4291, 0.8697, -0.3028, -0.5028, 0.2921, -0.5250, 0.2295, 0.1332], "multiplicity": 1, "gap_ev": [5.57, 5.57], "lumo_energy_ha": [-0.148, -0.148], "e_homo_ev": [-9.603, -9.600]}